Entry from the Open Molecules 2025 dataset: a molecular structure, C19H28IrN9O5S (ωB97M-V with the def2-TZVPD basis set).

```
63
Properties=species:S:1:pos:R:3:lowdin_charge:R:1
Ir -0.18 -0.58 0.27 1.377
N -0.53 -1.58 2.10 -0.082
C -0.21 -0.65 3.22 -0.112
C 0.68 0.53 2.80 -0.565
O 1.20 1.24 3.65 0.020
N 0.76 0.66 1.48 -0.145
C 1.46 1.73 0.81 -0.106
C 1.29 1.63 -0.71 -0.635
O 1.78 2.48 -1.43 0.041
O 0.57 0.63 -1.18 -0.193
H 0.17 -2.33 2.12 0.057
H -1.43 -2.01 2.26 0.085
H -1.14 -0.22 3.60 0.119
H 0.28 -1.18 4.03 0.124
H 1.09 2.72 1.12 0.132
H 2.53 1.72 1.03 0.108
N 5.88 2.35 0.42 0.110
C 5.10 1.20 0.49 -0.323
C 4.61 0.62 -0.68 -0.023
C 3.84 -0.52 -0.62 -0.054
C 3.55 -1.09 0.62 -0.305
C 4.04 -0.53 1.78 -0.055
C 4.82 0.61 1.72 -0.029
S 2.55 -2.53 0.68 0.632
O 2.13 -2.70 2.06 -0.320
O 3.17 -3.63 0.01 -0.268
N 1.22 -2.04 -0.13 -0.223
C 0.58 -2.61 -1.17 -0.441
N -0.64 -1.99 -1.25 -0.036
C -1.43 -2.27 -2.28 -0.104
C -1.06 -3.24 -3.20 -0.050
C 0.17 -3.85 -3.00 -0.111
N 1.00 -3.55 -2.01 0.158
H 5.71 2.93 -0.39 0.093
H 5.95 2.88 1.27 0.091
H 4.80 1.09 -1.64 0.121
H 3.44 -0.96 -1.53 0.127
H 3.78 -0.97 2.74 0.118
H 5.18 1.06 2.63 0.117
H -2.35 -1.72 -2.35 0.100
H -1.70 -3.49 -4.03 0.099
H 0.51 -4.63 -3.68 0.114
C -4.66 -0.16 -1.43 -0.057
N -3.74 0.01 -0.32 -0.151
C -3.68 -1.09 0.63 -0.062
C -2.82 1.01 -0.27 -0.411
N -1.67 0.87 0.34 0.027
N -3.16 2.18 -0.88 -0.156
C -4.46 2.79 -0.66 -0.047
C -2.10 3.12 -1.23 -0.035
H -4.54 -1.16 -1.87 0.082
H -4.47 0.58 -2.19 0.093
H -5.70 -0.07 -1.10 0.092
H -4.70 -1.44 0.82 0.094
H -3.25 -0.73 1.56 0.077
H -3.08 -1.93 0.26 0.072
H -1.25 1.78 0.52 0.070
H -5.15 2.07 -0.24 0.080
H -4.87 3.17 -1.60 0.093
H -4.37 3.63 0.03 0.096
H -1.23 2.59 -1.60 0.087
H -1.81 3.75 -0.38 0.100
H -2.47 3.78 -2.02 0.095
```

Net charge: 0
2S+1: 1
HOMO in eV: -7.771
Frontier orbital gap in eV: 7.79

---

Entry from the Open Molecules 2025 dataset: C3H4N2O3 in the gas phase in a non-equilibrium geometry (ωB97M-V with the def2-TZVPD basis set).

```
12
Properties=species:S:1:pos:R:3:lowdin_charge:R:1
C -0.01 -0.39 0.18 -0.439
C 1.37 0.56 -1.76 -0.353
C -1.82 -0.26 1.73 -0.279
H 1.79 -0.61 0.70 0.065
H -0.66 0.70 -1.45 0.115
H 1.21 0.58 -2.92 0.157
H -2.74 -0.78 1.95 0.145
N 0.85 -0.59 1.03 0.223
N 0.18 0.31 -1.11 0.125
O 2.43 0.57 -1.22 0.070
O -1.30 -0.65 0.49 0.046
O -1.30 0.56 2.39 0.127
```

Net charge: 0
2S+1: 1
SMILES: [H]/N=C(\NC=O)OC=O
HOMO in eV: -10.081
Frontier orbital gap in eV: 10.73

---

Entry from the Open Molecules 2025 dataset: a molecular structure, C20H22F12N2O6Sn in a non-equilibrium geometry (ωB97M-V with the def2-TZVPD basis set).

```
63
Properties=species:S:1:pos:R:3:lowdin_charge:R:1
Sn -0.32 0.36 0.07 1.653
O -2.97 -0.14 0.31 -0.110
C -3.16 -0.94 1.47 -0.216
C -2.26 -2.15 1.36 -0.132
N -0.83 -1.85 1.41 -0.219
C -0.08 -2.83 0.68 -0.087
C -0.28 -2.70 -0.90 -0.691
O -0.15 -3.72 -1.52 0.064
O -0.53 -1.54 -1.32 -0.136
C -0.27 -1.55 2.70 -0.091
C 1.20 -0.89 2.61 -0.659
O 1.98 -1.24 3.46 0.084
O 1.37 -0.08 1.66 -0.113
H -3.29 0.74 0.51 0.080
H -2.95 -0.36 2.37 0.107
H -4.20 -1.28 1.50 0.135
H -2.51 -2.85 2.17 0.146
H -2.45 -2.60 0.39 0.138
H 0.99 -2.71 0.85 0.141
H -0.38 -3.86 0.90 0.141
H -0.88 -0.82 3.23 0.117
H -0.13 -2.45 3.31 0.138
C -1.97 2.38 -4.01 -0.052
C -1.21 1.32 -3.18 -0.489
C -0.05 0.74 -3.98 -0.061
C -0.79 1.99 -1.93 -0.037
H -2.37 1.91 -4.91 0.088
H -1.29 3.17 -4.30 0.086
H -2.79 2.80 -3.45 0.079
H -1.90 0.51 -2.94 0.139
H 0.65 1.52 -4.28 0.090
H -0.42 0.25 -4.87 0.090
H 0.47 0.01 -3.38 0.046
H -1.57 2.52 -1.40 0.042
H 0.17 2.50 -1.93 0.071
F 0.87 2.62 2.99 0.198
C -0.09 3.26 2.34 -0.563
F -0.09 4.53 2.76 0.183
F 0.27 3.28 1.04 0.118
C -1.46 2.57 2.49 -0.352
O -1.46 1.37 1.91 -0.204
C -2.55 3.45 1.83 -0.552
F -2.27 3.67 0.54 0.146
F -3.72 2.80 1.84 0.166
F -2.74 4.63 2.40 0.188
C -1.81 2.41 3.99 -0.555
F -0.92 1.66 4.63 0.185
F -1.92 3.56 4.65 0.180
F -2.99 1.78 4.10 0.166
F 6.28 0.91 -4.01 0.148
C 5.28 0.07 -4.30 -0.589
F 5.84 -1.12 -4.55 0.152
F 4.75 0.50 -5.46 0.146
C 4.24 -0.01 -3.21 -0.097
C 4.11 0.99 -2.26 0.027
C 3.08 0.88 -1.33 -0.112
N 2.22 -0.13 -1.32 0.042
C 2.38 -1.10 -2.20 -0.113
C 3.37 -1.09 -3.18 0.036
H 4.78 1.84 -2.25 0.123
H 2.93 1.62 -0.56 0.118
H 1.68 -1.92 -2.16 0.100
H 3.45 -1.90 -3.90 0.132
```

Net charge: 0
2S+1: 1
HOMO in eV: -9.414
Frontier orbital gap in eV: 6.81

---

Entry from the Open Molecules 2025 dataset: C5H8N2O in the gas phase in a non-equilibrium geometry (ωB97M-V with the def2-TZVPD basis set).

```
16
Properties=species:S:1:pos:R:3:lowdin_charge:R:1
C -2.05 -0.04 0.53 -0.034
C 1.14 0.34 -0.09 -0.428
C -0.64 -0.53 0.65 -0.362
C 0.72 0.77 -1.41 -0.203
C 0.27 -0.58 -0.70 -0.037
O 1.80 0.66 -2.35 -0.011
N 2.01 0.70 0.77 0.169
N -0.19 -1.20 1.64 0.146
H 2.64 0.89 -1.90 0.106
H 1.99 0.00 1.53 0.054
H -0.87 -1.28 2.40 0.067
H 0.06 1.62 -1.51 0.139
H 0.34 -1.59 -1.07 0.143
H -2.07 1.04 0.37 0.085
H -2.55 -0.55 -0.29 0.090
H -2.61 -0.28 1.44 0.077
```

Net charge: 0
2S+1: 1
SMILES: [H]/N=C(\C)[C@@H]1/C(=N\[H])[C@H]1O
HOMO in eV: -9.164
Frontier orbital gap in eV: 9.65

---

Entry from the Open Molecules 2025 dataset: a molecular structure, CH17NO6 in a non-equilibrium geometry (ωB97M-V with the def2-TZVPD basis set).

```
25
Properties=species:S:1:pos:R:3:lowdin_charge:R:1
H 0.67 -0.68 -0.72 0.034
O 0.24 -0.51 0.35 -0.211
N 1.36 -0.43 -1.85 -0.027
H -0.21 0.32 0.51 -0.011
H 0.93 0.15 -2.55 0.113
H 1.70 -1.35 -2.19 0.130
C 2.56 0.26 -1.33 -0.129
H 3.21 0.45 -2.20 0.078
H 2.33 1.26 -0.89 0.081
H 3.05 -0.23 -0.46 0.095
O -2.42 -0.43 -0.67 -0.074
H -1.90 -1.24 -0.54 0.038
H -3.23 -0.64 -0.20 0.064
O -2.04 2.26 -0.20 -0.080
H -2.72 2.60 0.40 0.054
H -2.12 1.27 -0.12 0.011
O 0.45 2.74 0.41 -0.064
H 0.39 3.17 -0.44 0.030
H -0.30 2.25 0.71 -0.015
O -1.97 -2.05 1.49 -0.076
H -1.18 -2.47 1.85 0.020
H -1.71 -1.12 1.41 0.007
O 0.70 -1.80 2.72 -0.090
H 0.69 -1.48 1.79 -0.014
H 1.52 -2.31 2.74 0.034
```

Net charge: 0
2S+1: 1
HOMO in eV: -10.114
Frontier orbital gap in eV: 10.49

---

Entry from the Open Molecules 2025 dataset: C7H12NP in the gas phase in a non-equilibrium geometry (ωB97M-V with the def2-TZVPD basis set).

```
21
Properties=species:S:1:pos:R:3:lowdin_charge:R:1
C 0.12 1.16 0.30 -0.123
C 0.93 0.15 0.48 -0.115
C -1.07 1.25 -0.56 -0.394
C -1.98 -0.24 -0.57 -0.666
C -2.31 -0.80 -1.87 -0.173
C 3.19 -0.82 1.12 -0.097
C 2.16 0.27 1.30 -0.275
N -1.46 2.31 -1.04 0.138
P -2.56 -0.69 0.88 0.874
H 0.24 2.15 0.68 0.104
H 0.65 -0.93 0.21 0.138
H -2.81 0.03 -2.38 0.082
H -1.44 -1.17 -2.49 0.108
H -2.98 -1.60 -1.76 0.027
H 2.78 -1.77 1.30 0.060
H 3.81 -0.59 0.20 0.108
H 3.84 -0.57 1.86 0.026
H 2.65 1.26 1.17 0.129
H 1.85 0.33 2.31 0.101
H -2.39 2.12 -1.49 0.072
H -3.24 -1.84 0.36 -0.125
```

Net charge: 0
2S+1: 1
SMILES: [H]/N=C(/C=C/CC)C(\C)=P\[H]
HOMO in eV: -9.105
Frontier orbital gap in eV: 9.52

---

Entry from the Open Molecules 2025 dataset: 2 unconnected molecules or ions with the total composition C11H18 in a non-equilibrium geometry (ωB97M-V with the def2-TZVPD basis set).

```
29
Properties=species:S:1:pos:R:3:lowdin_charge:R:1
C -2.30 -0.47 -2.50 -0.052
C -1.43 -0.44 -0.16 -0.071
C -1.89 -1.20 -1.26 -0.272
C -1.53 -0.89 1.12 -0.092
C -1.73 -2.27 1.33 -0.090
C -2.15 -2.55 -1.05 -0.047
C -2.06 -3.06 0.26 -0.095
H -1.26 0.60 -0.35 0.092
H -1.43 -0.25 1.99 0.101
H -1.58 0.33 -2.70 0.077
H -3.26 0.00 -2.31 0.087
H -1.52 -2.68 2.29 0.095
H -2.43 -3.21 -1.85 0.103
H -2.35 -4.09 0.44 0.100
H -2.42 -1.10 -3.38 0.076
C 2.05 1.12 0.54 -0.424
C 3.19 1.42 1.57 -0.073
C 0.68 1.59 1.06 -0.090
C 2.38 1.75 -0.83 -0.089
H 2.01 0.05 0.39 0.117
H 3.41 0.47 2.05 0.071
H 0.06 0.75 1.34 0.016
H 0.77 2.25 1.93 0.074
H 0.16 2.22 0.34 0.070
H 3.43 2.04 -0.82 0.055
H 2.27 1.07 -1.67 0.069
H 1.91 2.69 -1.15 0.071
H 2.94 2.14 2.34 0.066
H 4.07 1.73 1.03 0.055
```

Net charge: 0
2S+1: 1
SMILES: Cc1ccccc1.CC(C)C
HOMO in eV: -8.868
Frontier orbital gap in eV: 9.84

---

Entry from the Open Molecules 2025 dataset: C2H2BrF2I in the gas phase in a non-equilibrium geometry (ωB97M-V with the def2-TZVPD basis set).

```
8
Properties=species:S:1:pos:R:3:lowdin_charge:R:1
C 0.63 0.51 0.03 -0.597
C -0.52 -0.44 -0.05 -1.097
F -0.45 -1.28 -1.00 0.085
F -0.67 -1.20 1.04 -0.013
Br 2.36 -0.41 0.02 0.656
I -2.44 0.71 0.04 0.791
H 0.42 1.06 0.94 0.058
H 0.67 1.05 -1.03 0.118
```

Net charge: 0
2S+1: 1
SMILES: FC(F)(I)CBr
HOMO in eV: -10.091
Frontier orbital gap in eV: 9.74

---

Entry from the Open Molecules 2025 dataset: C4H5NO3 in the gas phase in a non-equilibrium geometry (ωB97M-V with the def2-TZVPD basis set).

```
13
Properties=species:S:1:pos:R:3:lowdin_charge:R:1
C 0.96 0.33 -0.36 -0.322
C 0.29 -1.14 -0.21 -0.195
C -1.44 0.34 0.13 -0.406
C -0.11 1.27 -0.31 -0.175
H 1.10 1.04 1.51 0.208
H 1.27 0.31 -1.45 0.181
H 0.96 -1.43 0.77 0.162
H 0.48 -1.89 -1.18 0.174
H -1.55 -1.92 0.03 0.237
N -1.02 -0.93 0.13 0.019
O 1.83 0.66 0.77 -0.049
O -2.52 0.78 0.41 0.100
O -0.25 2.57 -0.24 0.067
```

Net charge: 0
2S+1: 1
SMILES: O=C1NC[C@H](O)C1=O
HOMO in eV: -9.656
Frontier orbital gap in eV: 9.00

---

Entry from the Open Molecules 2025 dataset: a molecular structure, C22H41Cl3N3O4SiSr in a non-equilibrium geometry (ωB97M-V with the def2-TZVPD basis set).

```
75
Properties=species:S:1:pos:R:3:lowdin_charge:R:1
C 2.40 2.96 1.06 -0.178
C 2.97 2.30 -0.13 -0.287
H 2.89 2.41 1.96 -0.137
H 1.32 2.82 1.13 0.036
H 2.61 4.03 1.06 0.078
C 4.32 2.35 -0.31 -0.146
C 5.33 2.95 0.60 -0.119
H 4.79 1.98 -1.22 0.086
H 5.22 2.70 1.66 0.049
H 5.37 4.05 0.50 0.075
H 6.32 2.59 0.29 0.064
Sr -1.76 0.88 -0.76 0.989
Cl -4.14 2.17 -1.61 -0.413
Cl -1.72 2.84 1.14 -0.427
C -3.79 -1.15 -1.98 -0.367
O -3.07 -1.43 -1.00 -0.112
N -3.63 -1.77 -3.17 -0.192
C -2.95 -3.06 -3.10 -0.043
C -3.63 -1.04 -4.44 -0.044
H -4.58 -0.38 -1.91 0.074
H -3.36 -3.56 -2.21 0.095
H -1.86 -2.96 -2.97 0.075
H -3.19 -3.63 -4.00 0.085
H -4.25 -0.15 -4.33 0.091
H -4.04 -1.69 -5.22 0.081
H -2.61 -0.72 -4.75 0.095
H 0.03 1.24 5.29 0.101
H 1.35 -0.37 3.14 -0.027
C -0.07 0.21 5.68 -0.066
C 0.99 -1.12 3.86 -0.105
N -0.20 -0.69 4.55 -0.211
H -1.01 0.12 6.26 0.080
C -1.46 -0.76 3.99 -0.304
O -1.76 -0.73 2.80 0.000
H 0.79 -2.08 3.38 0.078
H -2.21 -0.86 4.82 0.131
H 0.84 -0.01 6.26 0.087
H 1.78 -1.20 4.60 0.073
O 0.82 1.02 -0.63 -0.358
C 1.98 1.77 -1.16 -0.269
C 3.76 0.15 -2.15 -0.100
C 2.71 1.07 -2.31 -0.209
H 4.12 -0.05 -1.14 0.102
C 4.30 -0.48 -3.28 -0.079
H 1.56 2.70 -1.57 0.146
C 2.36 1.51 -3.58 -0.033
H 5.01 -1.29 -3.13 0.104
C 3.90 -0.08 -4.55 -0.102
C 2.96 0.95 -4.70 -0.086
H 1.60 2.30 -3.67 0.121
H 4.33 -0.58 -5.42 0.097
H 2.68 1.28 -5.70 0.097
Si 1.19 -0.84 -0.40 0.593
Cl 3.28 0.80 2.56 -0.034
C 2.76 -1.82 -0.17 -0.168
C 0.51 -1.25 -2.16 -0.160
C -0.15 -1.58 0.64 -0.176
H 3.36 -2.02 -1.08 0.029
H 2.44 -2.81 0.19 0.050
H 3.39 -1.37 0.61 0.008
H 0.30 -1.88 1.59 0.001
H -0.52 -2.48 0.13 0.056
H -0.99 -0.93 0.91 -0.016
H 1.28 -1.10 -2.90 0.021
H -0.31 -0.56 -2.43 -0.005
H 0.12 -2.26 -2.30 0.022
C -6.12 1.11 3.20 -0.010
C -5.40 -0.05 2.56 -0.583
N -5.89 -1.26 2.97 0.135
O -4.49 0.03 1.76 0.030
H -7.13 0.84 3.53 0.067
H -6.17 1.93 2.49 0.090
H -5.55 1.44 4.08 0.088
H -5.45 -2.10 2.61 0.104
H -6.58 -1.31 3.69 0.082
```

Net charge: -1
2S+1: 1
HOMO in eV: -4.264
Frontier orbital gap in eV: 6.44

---

Entry from the Open Molecules 2025 dataset: 12 unconnected molecules or ions with the total composition C15H55NO12 in a non-equilibrium geometry (ωB97M-V with the def2-TZVPD basis set).

```
83
Properties=species:S:1:pos:R:3:lowdin_charge:R:1
C -0.51 -2.30 -3.05 -0.040
C -2.05 -2.40 -2.89 -0.451
C -2.67 -3.06 -4.10 -0.187
O -4.07 -2.75 -3.90 -0.205
C -4.91 -3.05 -5.02 -0.096
N -2.29 -3.19 -1.71 0.055
H -0.36 -1.61 -3.88 0.087
H -0.16 -3.28 -3.38 0.082
H -0.01 -1.95 -2.15 0.053
H -2.38 -1.37 -2.81 0.135
H -2.38 -4.09 -4.28 0.134
H -2.37 -2.49 -4.97 0.125
H -5.98 -3.04 -4.78 0.088
H -4.72 -4.09 -5.31 0.077
H -4.63 -2.49 -5.91 0.084
H -1.79 -4.06 -1.86 0.083
H -3.26 -3.44 -1.80 0.076
C -1.78 3.34 -0.40 -0.142
O -2.83 4.17 -0.85 -0.123
H -1.00 3.90 0.12 0.061
H -2.23 2.49 0.12 0.077
H -1.36 2.90 -1.30 0.074
H -3.47 4.42 -0.17 0.072
C 0.23 -2.95 2.01 -0.156
O -0.15 -3.83 3.06 -0.116
H 0.98 -3.43 1.39 0.074
H -0.55 -2.74 1.28 0.066
H 0.62 -2.09 2.57 0.077
H -0.48 -4.64 2.65 0.071
C 1.51 4.30 1.50 -0.123
O 1.64 2.89 1.70 -0.145
H 1.73 4.57 0.47 0.087
H 0.51 4.67 1.70 0.066
H 2.08 4.86 2.25 0.080
H 1.39 2.69 2.61 0.033
C -3.82 -0.26 -0.47 -0.147
O -2.75 -0.81 0.25 -0.147
H -4.50 0.14 0.28 0.086
H -3.49 0.45 -1.23 0.079
H -4.40 -0.93 -1.10 0.074
H -2.40 -1.46 -0.37 0.026
C 4.46 1.38 -0.54 -0.150
O 4.79 0.03 -0.48 -0.120
H 5.18 2.04 -0.05 0.086
H 4.42 1.65 -1.59 0.081
H 3.50 1.56 -0.05 0.063
H 5.38 -0.16 0.25 0.081
C 3.95 -0.14 2.96 -0.136
O 3.62 -0.96 4.11 -0.115
H 4.86 0.45 3.10 0.074
H 4.24 -0.86 2.19 0.070
H 3.26 0.65 2.65 0.059
H 3.62 -0.42 4.90 0.061
C 0.65 1.49 4.73 -0.105
O 0.19 2.72 4.06 -0.134
H 0.64 0.68 4.00 0.067
H 1.72 1.49 4.95 0.070
H 0.11 1.19 5.64 0.090
H 0.37 3.50 4.59 0.091
C 1.52 2.96 -2.91 -0.181
O 0.94 1.69 -3.01 -0.131
H 2.58 2.87 -2.70 0.062
H 1.45 3.43 -3.89 0.077
H 1.01 3.66 -2.24 0.066
H 0.86 1.35 -2.12 0.010
C -2.31 0.78 3.60 -0.174
O -3.33 0.23 2.79 -0.106
H -1.56 0.09 4.01 0.061
H -1.81 1.61 3.09 0.059
H -2.63 1.24 4.53 0.079
H -2.92 -0.23 2.06 0.023
C 0.45 0.22 0.45 -0.118
O 0.80 1.32 -0.39 -0.138
H -0.22 -0.50 -0.02 0.060
H 1.33 -0.33 0.76 0.069
H -0.11 0.50 1.34 0.077
H 0.93 2.02 0.26 0.030
C 2.53 -2.25 -1.46 -0.143
O 3.76 -2.58 -0.77 -0.139
H 2.43 -3.09 -2.15 0.082
H 1.73 -2.19 -0.72 0.041
H 2.60 -1.29 -1.96 0.082
H 4.09 -1.81 -0.29 0.017
```

Net charge: 0
2S+1: 1
SMILES: COC[C@H](C)N.CO.CO.CO.CO.CO.CO.CO.CO.CO.CO.CO
HOMO in eV: -9.597
Frontier orbital gap in eV: 9.73

---

Entry from the Open Molecules 2025 dataset: a molecular structure, C7H17ClINO3PRh in a non-equilibrium geometry (ωB97M-V with the def2-TZVPD basis set).

```
32
Properties=species:S:1:pos:R:3:mulliken_spin:R:1
C -1.63 3.46 0.10 0.005
I -2.55 3.01 1.85 0.007
H -2.27 3.48 -0.79 0.001
H -0.89 2.74 -0.15 0.002
H -1.30 4.46 0.48 0.001
Rh 0.60 -0.96 -0.58 2.282
P -1.59 -0.07 -1.16 0.337
C -3.32 0.70 -0.95 0.095
C -1.77 -0.24 -2.99 0.056
H -1.23 -2.42 -0.84 0.009
H -2.97 -2.03 -0.98 0.035
H -2.09 -1.66 0.54 -0.010
C -2.03 -1.72 -0.54 0.081
H -1.04 -0.99 -3.29 -0.002
H -2.79 -0.52 -3.29 0.009
H -4.09 0.33 -1.64 0.017
H -3.28 1.77 -1.12 -0.005
H -1.47 0.70 -3.45 0.001
H -3.65 0.54 0.07 -0.001
C 0.56 0.19 0.81 0.045
O 0.67 1.06 1.60 -0.016
Cl 0.85 -2.26 -2.43 0.781
N 4.67 -0.31 0.94 0.001
C 4.09 -1.51 1.59 0.020
C 2.67 -1.63 1.05 -0.028
O 1.77 -1.94 1.86 0.100
O 2.61 -1.36 -0.21 0.174
H 5.06 -0.54 0.02 0.000
H 5.45 0.09 1.46 0.000
H 4.04 0.51 0.88 0.001
H 4.62 -2.38 1.25 0.001
H 4.08 -1.40 2.67 0.001
```

Net charge: +2
2S+1: 5
Expectation value of S²: 6.024
HOMO (spin up / spin down) in eV: -14.262 / -14.234
Frontier orbital gap (spin up / spin down) in eV: 7.30 / 2.56

---

Respective E_tot values: -57482.6086 -12297.6184 -74804.4661 -10338.4527 -15087.3600 -18228.9952 -11698.0989 -85683.9045 -11858.0027 -82425.9147 -42500.7715 -48065.8873 eV.